C9H11N2OPS in the gas phase in a non-equilibrium geometry. Source: the OMol25 dataset; level of theory: ωB97M-V with the def2-TZVPD basis set.

As for the energy above the lowest of the compared OMol25 structures with the same formula, charge and spin: 152.8 kcal/mol. The calculation puts the HOMO-LUMO gap (alpha / beta) at 0.300 / 0.258 Eh. Its electronic energy is -34657.276 eV. As for the HOMO energy (alpha / beta): -8.6 / -8.2 eV.

Each line ends with the Mulliken charge.
Element x y z (Å)
C (-1.37686, -2.64474, -0.35752)  -0.51
C (-2.52240, -1.96572, -0.36595)  -0.44
C (-3.75334, 1.61844, 0.22904)  -0.14
C (-1.98218, 0.53295, -0.33726)  -0.31
C (0.06749, -2.13753, -0.17007)  1.07
C (0.56236, -0.98923, -0.54416)  -0.72
C (-2.76154, -0.58161, -0.19121)  0.72
C (0.53600, 1.26025, 1.34539)  -1.16
C (0.63320, 1.72047, -1.59267)  -1.15
N (-2.51297, 1.73137, -0.07226)  -0.32
N (1.01303, -3.08946, 0.30082)  -0.48
O (2.73337, 0.37123, -0.08086)  -0.76
P (1.27785, 0.56988, -0.18939)  0.97
S (-4.45603, -0.04039, 0.07829)  -0.13
H (-1.40152, -3.79863, -0.37975)  0.16
H (-3.45819, -2.52344, -0.47549)  0.25
H (-4.27096, 2.42280, 0.89660)  0.35
H (1.30057, 1.34750, 2.12610)  0.35
H (0.15137, 2.23724, 0.97021)  0.37
H (-0.23030, 0.65956, 1.69584)  0.38
H (-0.14960, 2.35957, -1.06962)  0.32
H (1.47279, 2.13892, -2.00910)  0.44
H (0.22260, 1.15256, -2.46001)  0.31
H (1.05683, -4.05483, 0.09389)  0.18
H (1.89719, -2.57637, 0.55075)  0.25